1.
C38H26BrCl2F6N4O4Ru | the ωB97M-V functional and the def2-TZVPD basis

Calculated values
highest occupied orbital energy (spin up / spin down)	-5.07 / -7.87	eV
maximum force	0.02404	Eh/bohr
2S+1	6
energy	-167952.349	eV

Structure (XYZ):
```
82
Properties=species:S:1:pos:R:3:lowdin_spin:R:1
Ru 0.177 -0.740 0.097 3.45
Cl -1.047 0.789 -5.012 0.02
C -2.089 0.082 -3.819 0.09
C -3.335 -0.373 -4.192 0.03
C -4.159 -0.960 -3.242 0.11
Cl -5.737 -1.477 -3.735 0.02
C -3.759 -1.150 -1.905 0.02
C -4.543 -1.770 -0.910 0.24
C -4.033 -1.901 0.388 0.06
C -2.780 -1.429 0.673 0.18
N -1.998 -0.819 -0.262 0.22
C -2.465 -0.671 -1.534 0.03
C -1.669 -0.021 -2.486 0.06
O -0.424 0.458 -2.055 0.07
H -3.668 -0.271 -5.214 0.00
H -5.521 -2.149 -1.161 0.02
H -4.619 -2.381 1.159 0.00
H -2.349 -1.520 1.662 0.01
C 4.134 -0.129 -0.113 0.00
C 4.403 0.481 -1.329 0.00
C 3.421 1.265 -1.909 0.00
C 2.169 1.350 -1.311 0.01
N 1.896 0.726 -0.154 0.05
C 2.880 0.034 0.440 0.01
C 1.129 2.244 -1.871 0.00
C 1.450 3.584 -2.065 0.00
C 0.504 4.495 -2.496 0.00
C -0.797 4.068 -2.708 0.00
C -1.132 2.735 -2.543 0.00
C -0.169 1.809 -2.159 0.01
H 4.881 -0.716 0.401 0.00
H 5.364 0.367 -1.812 0.00
H 3.608 1.803 -2.827 0.00
H 2.644 -0.395 1.405 0.00
H 2.460 3.910 -1.847 0.00
H 0.770 5.534 -2.632 0.00
H -1.559 4.773 -3.008 0.00
H -2.149 2.414 -2.720 0.00
C -1.684 2.291 0.824 0.00
O -0.796 1.336 1.391 0.04
C -0.391 1.548 2.674 0.00
C -0.545 2.750 3.343 0.00
C -0.149 2.843 4.672 0.00
Br -0.387 4.499 5.563 0.00
C 0.418 1.781 5.332 0.00
C 0.613 0.575 4.649 0.00
C 0.188 0.456 3.332 0.00
O 0.285 -0.721 2.631 0.04
C 1.253 -0.520 5.381 0.00
N 1.155 -0.675 6.671 0.00
C 1.953 -1.755 6.985 0.00
C 2.214 -2.350 8.218 0.00
C 3.093 -3.413 8.243 0.00
C 3.709 -3.886 7.077 0.00
C 3.453 -3.318 5.844 0.00
C 2.562 -2.253 5.818 0.00
N 2.078 -1.462 4.798 0.00
H -2.532 2.474 1.486 0.00
H -2.040 1.855 -0.104 0.00
H -1.169 3.230 0.605 0.00
H -0.959 3.614 2.847 0.00
H 0.731 1.842 6.363 0.00
H 0.414 -1.472 3.224 0.00
H 1.741 -1.981 9.117 0.00
H 3.317 -3.894 9.186 0.00
H 4.397 -4.719 7.140 0.00
H 3.927 -3.679 4.940 0.00
H 2.388 -1.483 3.841 0.00
C 3.079 -4.010 -0.514 0.00
C 1.617 -3.543 -0.489 0.01
O 1.381 -2.581 0.458 0.14
C 1.290 -3.045 -1.931 0.00
F 1.895 -1.847 -2.140 0.01
F -0.023 -2.829 -2.136 0.01
F 1.708 -3.858 -2.905 0.00
C 0.689 -4.753 -0.197 0.00
F 0.766 -5.720 -1.133 0.00
F 1.017 -5.320 0.978 0.00
F -0.596 -4.381 -0.108 0.00
H 3.712 -3.134 -0.644 0.00
H 3.251 -4.712 -1.328 0.00
H 3.317 -4.488 0.434 0.00
```

=====

2.
C38H26BrClCrF4NO4PS | the ωB97M-V functional and the def2-TZVPD basis

Calculated values
highest occupied orbital energy (spin up / spin down)	-4.28 / -4.28	eV
maximum force	0.03225	Eh/bohr
total charge	-1
2S+1	2
energy	-191491.726	eV

Structure (XYZ):
```
78
Properties=species:S:1:pos:R:3:lowdin_spin:R:1
Cr 0.398 0.198 -0.703 0.95
O -2.019 2.497 1.613 0.00
C -1.555 2.121 0.554 0.00
O -0.725 1.111 0.471 0.02
C -1.863 2.852 -0.717 0.00
C -2.242 4.188 -0.580 0.00
C -2.503 4.975 -1.684 0.00
C -2.367 4.422 -2.953 0.00
C -2.017 3.094 -3.103 0.00
C -1.772 2.273 -1.993 0.00
S -1.466 0.570 -2.277 -0.01
H -2.331 4.569 0.429 0.00
H -2.812 6.006 -1.566 0.00
H -2.541 5.031 -3.832 0.00
H -1.932 2.656 -4.089 0.00
F -3.229 -6.276 -2.299 0.00
C -2.629 -5.288 -1.649 0.00
C -2.820 -5.131 -0.287 0.00
F -3.599 -5.984 0.373 0.00
C -2.185 -4.103 0.381 0.00
F -2.365 -4.054 1.699 0.00
C -1.364 -3.180 -0.269 0.00
P -0.563 -1.773 0.625 0.00
C -1.904 -1.250 1.748 0.00
C -3.208 -1.190 1.266 0.00
C -4.231 -0.733 2.081 0.00
C -3.956 -0.306 3.370 0.00
C -2.650 -0.301 3.829 0.00
C -1.625 -0.761 3.020 0.00
C 0.577 -2.766 1.673 0.00
C 0.320 -3.168 2.982 0.00
C 1.273 -3.883 3.691 0.00
C 2.483 -4.216 3.100 0.00
C 2.728 -3.858 1.784 0.00
C 1.779 -3.140 1.075 0.00
C -1.167 -3.380 -1.638 0.00
Br -0.004 -2.263 -2.620 0.00
C -1.787 -4.417 -2.313 0.00
F -1.582 -4.603 -3.617 0.00
H -3.422 -1.495 0.248 0.00
H -5.244 -0.694 1.700 0.00
H -4.754 0.061 4.003 0.00
H -2.419 0.089 4.811 0.00
H -0.604 -0.723 3.372 0.00
H -0.624 -2.945 3.452 0.00
H 1.067 -4.175 4.713 0.00
H 3.230 -4.760 3.666 0.00
H 3.665 -4.122 1.312 0.00
H 1.976 -2.864 0.048 0.00
C 3.349 -1.533 -1.130 0.00
C 3.219 -0.717 0.122 0.00
C 4.192 -0.565 1.086 0.00
C 3.668 0.310 2.062 0.00
C 2.398 0.658 1.650 0.00
C 1.521 1.665 2.331 0.00
N 2.109 0.027 0.454 0.00
H 3.952 -2.423 -0.935 0.00
H 3.834 -0.967 -1.927 0.00
H 2.379 -1.844 -1.515 0.00
H 5.168 -1.029 1.087 0.00
H 4.158 0.665 2.957 0.00
H 1.852 1.793 3.363 0.00
H 0.478 1.376 2.340 0.00
H 1.578 2.642 1.838 0.00
Cl 0.772 7.132 -2.688 0.00
C 1.193 5.446 -2.719 0.00
C 0.962 4.669 -1.597 0.00
C 1.291 3.324 -1.633 0.00
C 1.849 2.764 -2.775 0.00
C 2.098 3.568 -3.880 0.00
C 1.767 4.912 -3.862 0.00
C 2.177 1.296 -2.864 0.01
O 2.987 0.875 -3.664 0.01
O 1.473 0.556 -2.064 0.02
H 0.525 5.111 -0.712 0.00
H 1.129 2.719 -0.748 0.00
H 2.553 3.119 -4.753 0.00
H 1.948 5.544 -4.721 0.00
```

=====

3.
C38H26N11Se2Ta | the ωB97M-V functional and the def2-TZVPD basis

Calculated values
highest occupied orbital energy (spin up / spin down)	-12.14 / -12.13	eV
maximum force	0.01131	Eh/bohr
total charge	+2
energy	-188453.336	eV

Structure (XYZ):
```
78
Properties=species:S:1:pos:R:3:lowdin_charge:R:1
Ta -0.091 -0.023 0.117 1.69
C 6.125 -0.986 -1.375 -0.03
C 5.618 -2.110 -2.054 -0.03
C 4.262 -2.281 -2.257 0.02
C 3.421 -1.301 -1.732 -0.11
C 1.993 -1.155 -1.791 -0.25
N 1.618 -0.027 -1.071 -0.03
C 2.797 0.625 -0.687 -0.32
N 2.870 1.828 -0.159 0.20
C 1.828 2.484 0.263 -0.29
C 1.848 3.873 0.646 -0.10
C 2.888 4.797 0.671 0.02
C 2.575 6.077 1.083 -0.03
C 1.265 6.429 1.453 -0.03
C 0.233 5.511 1.419 0.02
C 0.552 4.220 1.010 -0.10
C -0.267 3.042 0.840 -0.26
N -1.556 3.007 1.062 0.23
C -2.330 2.026 0.663 -0.33
N -1.947 0.927 -0.122 -0.08
C -3.111 0.248 -0.455 -0.25
N -3.224 -0.729 -1.332 0.23
C -2.185 -1.207 -1.955 -0.23
N -0.853 -0.960 -1.653 0.00
C -0.101 -1.772 -2.509 -0.25
N 1.191 -1.925 -2.500 0.24
C -0.983 -2.489 -3.408 -0.11
C -0.713 -3.399 -4.417 0.01
C -1.808 -3.935 -5.077 -0.02
C -3.117 -3.573 -4.738 -0.02
C -3.379 -2.665 -3.721 0.02
C -2.279 -2.136 -3.065 -0.10
C -4.232 0.858 0.210 -0.11
C -5.588 0.540 0.185 0.02
C -6.435 1.368 0.894 -0.03
C -5.949 2.491 1.588 -0.03
C -4.606 2.816 1.593 0.02
C -3.752 1.968 0.895 -0.13
N 0.525 1.977 0.419 -0.05
C 3.923 -0.188 -1.057 -0.12
C 5.292 -0.004 -0.875 0.02
H 7.196 -0.889 -1.251 0.12
H 6.309 -2.851 -2.432 0.12
H 3.866 -3.133 -2.793 0.13
H 3.893 4.521 0.380 0.13
H 3.352 6.829 1.119 0.12
H 1.064 7.446 1.763 0.12
H -0.778 5.780 1.693 0.12
H 0.300 -3.690 -4.660 0.12
H -1.649 -4.656 -5.868 0.12
H -3.942 -4.016 -5.280 0.12
H -4.388 -2.386 -3.452 0.13
H -5.955 -0.316 -0.365 0.13
H -7.495 1.156 0.912 0.12
H -6.651 3.119 2.122 0.12
H -4.233 3.689 2.111 0.13
H 5.681 0.869 -0.369 0.13
C -1.434 -1.960 3.268 -0.32
Se -1.427 -0.114 2.693 1.05
C -0.118 0.606 3.934 -0.49
C 1.179 -0.167 3.924 -0.48
Se 2.048 -0.101 2.185 1.06
C 2.746 -1.906 2.144 -0.30
H -1.698 -1.962 4.323 0.05
H -0.479 -2.442 3.090 0.01
H -2.209 -2.456 2.690 0.04
H -0.573 0.589 4.924 0.09
H 0.007 1.650 3.644 0.07
H 1.039 -1.215 4.176 0.07
H 1.882 0.263 4.637 0.09
H 3.478 -1.993 2.943 0.05
H 3.238 -2.041 1.183 0.03
H 1.940 -2.621 2.266 0.02
N 0.596 -5.552 -2.190 0.18
C 0.454 -4.944 -1.223 -0.30
N 0.282 -4.270 -0.092 0.18
C 0.152 -3.100 0.210 -0.29
N 0.011 -1.984 0.638 -0.10
```

=====

4.
C38H27N6O7S2V | the ωB97M-V functional and the def2-TZVPD basis

Calculated values
highest occupied orbital energy	-12.67	eV
maximum force	0.05857	Eh/bohr
total charge	+2
energy	-110457.748	eV

Structure (XYZ):
```
81
Properties=species:S:1:pos:R:3:lowdin_charge:R:1
V -1.155 -0.341 -0.396 1.00
S -2.371 3.555 3.568 1.07
C -2.953 4.916 4.409 -0.38
C -3.369 5.909 3.568 -0.15
C -3.223 5.574 2.216 -0.09
C -2.694 4.314 2.023 -0.46
C -2.462 3.617 0.791 -0.17
C -1.898 2.320 0.825 -0.04
N -1.726 1.568 -0.241 0.03
C -2.071 2.067 -1.449 -0.12
C -2.581 3.376 -1.612 -0.10
C -2.866 3.823 -2.941 0.02
C -2.656 3.024 -4.016 0.02
C -2.164 1.689 -3.871 -0.10
C -1.934 0.809 -4.928 0.07
C -1.472 -0.488 -4.678 -0.17
C -1.245 -0.855 -3.326 0.01
N -1.440 -0.031 -2.322 0.00
C -1.891 1.218 -2.566 -0.12
C -1.231 -1.413 -5.745 -0.47
C -0.821 -2.733 -5.685 -0.10
C -0.704 -3.327 -6.944 -0.16
C -1.017 -2.470 -7.965 -0.37
S -1.463 -0.928 -7.410 1.09
C -2.789 4.144 -0.463 0.10
H -2.962 4.911 5.481 0.08
H -3.769 6.844 3.913 0.12
H -3.500 6.240 1.420 0.12
H -1.559 1.941 1.781 0.07
H -3.254 4.822 -3.066 0.13
H -2.868 3.379 -5.012 0.13
H -2.113 1.129 -5.943 0.11
H -0.884 -1.848 -3.076 0.14
H -0.619 -3.266 -4.774 0.11
H -0.403 -4.347 -7.099 0.11
H -1.010 -2.675 -9.017 0.08
H -3.206 5.134 -0.553 0.13
C 4.592 -0.142 1.888 0.01
N 3.672 0.163 0.823 -0.03
N 2.631 -0.655 0.469 0.09
C 1.709 0.107 -0.213 -0.32
O 0.563 -0.302 -0.590 -0.10
C 2.251 1.395 -0.345 0.09
C 3.454 1.398 0.335 -0.22
C 4.398 2.508 0.566 0.02
C 2.696 -2.060 0.643 -0.16
C 1.541 -2.800 0.876 -0.01
C 1.639 -4.147 1.179 -0.05
C 2.877 -4.767 1.247 -0.04
C 4.017 -4.053 0.912 -0.03
C 3.930 -2.709 0.593 -0.01
H 4.246 -1.007 2.450 0.10
H 4.629 0.709 2.569 0.10
H 5.597 -0.334 1.511 0.11
H 1.781 2.222 -0.841 0.13
H 4.141 3.349 -0.072 0.10
H 5.418 2.194 0.351 0.11
H 4.357 2.835 1.607 0.11
H 0.569 -2.324 0.825 0.09
H 0.741 -4.711 1.381 0.12
H 2.951 -5.800 1.548 0.12
H 4.980 -4.539 0.908 0.12
H 4.819 -2.177 0.301 0.12
O -3.697 -2.784 1.311 0.20
C -2.694 -2.137 1.223 -0.48
O -2.351 -1.376 0.210 -0.12
C -1.605 -2.099 2.288 -0.07
C -0.872 -0.922 2.355 0.02
C 0.267 -0.834 3.150 -0.11
C 0.663 -1.910 3.934 0.12
C -0.115 -3.057 3.898 -0.09
C -1.250 -3.174 3.096 0.11
N 0.331 -4.225 4.675 -0.35
O 1.353 -4.094 5.298 0.12
O -0.346 -5.213 4.590 0.13
N 1.079 0.335 2.993 -0.30
O 2.124 0.411 3.601 0.13
O 0.703 1.156 2.157 0.06
H -1.187 -0.058 1.774 0.09
H 1.559 -1.874 4.539 0.15
H -1.816 -4.096 3.089 0.15
```

=====

Question: Which of these has the highest energy?
Answer: C38H27N6O7S2V

=====

Question: energy of number 4 (C38H27N6O7S2V)?
Answer: -110457.748 eV

=====

Question: The lowest maximum force belongs to which entry?
Answer: C38H26N11Se2Ta

=====

Question: Which formula does entry 3 have?
Answer: C38H26N11Se2Ta